1.
{"formula": "C37H55I2P2SiTl", "method": "wB97M-V/def2-TZVPD", "e_lumo_ev": -0.14, "charge": 0, "relative_energy_kj_mol": 0.00, "energy_ha": -3183.0369, "symbols": ["Tl", "I", "I", "P", "P", "Si", "C", "C", "C", "C", "C", "C", "C", "C", "C", "C", "C", "C", "C", "C", "C", "C", "C", "C", "C", "C", "C", "C", "C", "C", "C", "C", "C", "C", "C", "C", "C", "C", "C", "C", "C", "C", "C", "H", "H", "H", "H", "H", "H", "H", "H", "H", "H", "H", "H", "H", "H", "H", "H", "H", "H", "H", "H", "H", "H", "H", "H", "H", "H", "H", "H", "H", "H", "H", "H", "H", "H", "H", "H", "H", "H", "H", "H", "H", "H", "H", "H", "H", "H", "H", "H", "H", "H", "H", "H", "H", "H", "H"], "coordinates": [[0.5700, -0.1339, -0.1191], [1.5438, 4.2959, -3.7998], [1.0513, 1.8714, -1.9195], [-1.2334, -2.0291, -0.9578], [-1.6769, 0.8625, 1.6770], [0.4956, -1.5686, 1.9763], [-5.4562, -0.9153, 2.2234], [-3.7020, 2.7670, -0.6345], [-1.6941, -2.9686, 0.5484], [-4.1796, -0.4973, 1.4819], [-3.1181, 3.3759, 2.1906], [0.8309, -3.7880, -1.3691], [-3.0514, -4.6442, 1.6582], [-2.7143, -1.3292, -1.7906], [-2.0567, 2.6546, 1.3424], [-2.3597, -4.4268, 2.8416], [-4.5471, 3.1917, 1.6813], [-2.7173, -3.9222, 0.5249], [-4.6782, 3.5747, 0.2116], [-4.3867, -0.6972, 4.4970], [0.2354, -0.2781, 3.3325], [-3.6679, 0.4527, 3.7729], [-2.2596, -0.7357, -3.1342], [0.3316, 1.8553, 5.1503], [-0.5473, 0.8762, 3.1220], [1.0669, 0.7077, 5.3928], [-4.8696, -1.5890, -3.1088], [-2.2687, 2.9485, -0.1542], [-0.9808, -2.7478, 1.7431], [-0.4361, -5.2877, -3.5544], [-0.4160, -3.2425, -2.0805], [-5.0988, -1.6451, 3.5137], [-3.0722, -0.0792, 2.4662], [-0.4760, 1.9330, 4.0237], [0.7945, -5.8313, -2.8368], [-1.2649, -4.3868, -2.6384], [1.9549, -2.6533, 2.4278], [-3.9942, -2.1652, -1.9812], [1.6478, -4.6921, -2.2887], [-4.7174, -0.0749, -3.1954], [-3.2877, 0.2970, -3.6203], [1.0214, -0.3416, 4.4851], [-1.3380, -3.4928, 2.8730], [-3.9769, 1.7065, -0.5986], [-0.8069, -3.3309, 3.8064], [1.6938, 0.6366, 6.2723], [-5.9105, -1.8717, -2.9433], [-4.3733, 1.2580, 3.5676], [-3.0567, 3.0836, 3.2394], [-2.6158, -4.9833, 3.7344], [2.5114, -5.0847, -1.7480], [-4.8591, 2.1506, 1.7988], [-1.0572, -6.1061, -3.9244], [-3.2655, -4.1042, -0.3879], [-2.5320, -0.9926, 2.7410], [-3.8502, -5.3736, 1.6173], [-4.4598, 4.6410, 0.0899], [-5.1062, -0.2783, 5.2040], [-1.6592, -4.9850, -1.8097], [0.5164, -4.3570, -0.4860], [0.3813, 2.6917, 5.8354], [-2.9555, -0.4785, -1.1399], [-5.9882, -2.0735, 3.9783], [-3.8118, -1.3391, 0.8919], [-2.8936, 0.8660, 4.4202], [1.3831, -6.4548, -3.5122], [2.8584, -2.0616, 2.5808], [-2.1599, -1.5475, -3.8615], [-3.7576, -3.2035, -2.2138], [1.6381, -1.2138, 4.6678], [-1.9759, 3.9894, -0.3276], [-4.5779, -2.0311, -4.0662], [2.0392, -4.0976, -3.1208], [2.1472, -3.3645, 1.6221], [-3.2288, 0.3725, -4.7076], [-5.2248, 3.7886, 2.2964], [1.4542, -2.9628, -1.0085], [-5.4398, 0.3489, -3.8940], [-0.0782, -2.6225, -2.9217], [-4.4434, -2.4851, 3.2642], [-6.0596, -0.0330, 2.4595], [-6.0702, -1.5430, 1.5739], [-1.0496, 2.8344, 3.8539], [-4.5577, -2.1742, -1.0448], [-4.9480, 0.3600, -2.2175], [-2.1180, -3.9919, -3.1921], [-1.5876, 2.3484, -0.7571], [0.4755, -6.4746, -2.0089], [-1.0779, 3.0832, 1.5909], [-3.7673, 3.0638, -1.6836], [-5.7044, 3.4207, -0.1295], [-3.0238, 1.2811, -3.2276], [-1.2762, -0.2645, -3.0508], [1.7611, -3.2301, 3.3360], [-3.6602, -1.2612, 5.0879], [-4.4132, 0.3016, 0.7762], [-0.1184, -4.7117, -4.4304], [-2.8832, 4.4459, 2.1520]], "lowdin_charge": [0.230, -0.449, 0.061, 0.987, 1.072, 0.462, -0.181, -0.204, -0.351, -0.199, -0.191, -0.222, -0.068, -0.430, -0.413, -0.076, -0.196, -0.089, -0.190, -0.172, -0.305, -0.188, -0.209, -0.067, -0.382, -0.074, -0.185, -0.222, -0.302, -0.194, -0.426, -0.187, -0.407, -0.086, -0.203, -0.196, -0.207, -0.191, -0.192, -0.193, -0.168, -0.093, -0.099, 0.075, 0.108, 0.106, 0.111, 0.093, 0.086, 0.110, 0.112, 0.081, 0.112, 0.086, 0.085, 0.110, 0.119, 0.109, 0.111, 0.118, 0.108, 0.084, 0.109, 0.077, 0.103, 0.110, 0.039, 0.114, 0.082, 0.093, 0.131, 0.115, 0.121, 0.025, 0.116, 0.117, 0.086, 0.111, 0.124, 0.092, 0.113, 0.110, 0.095, 0.099, 0.096, 0.097, 0.004, 0.116, 0.110, 0.115, 0.111, 0.101, 0.069, 0.034, 0.109, 0.081, 0.119, 0.126]}



2.
{"formula": "C31H57ClP2ReSi2", "method": "wB97M-V/def2-TZVPD", "e_lumo_ev": [0.61, -0.10], "charge": 0, "spin_multiplicity": 4, "energy_ha": -3015.5070, "symbols": ["Re", "Cl", "P", "P", "Si", "Si", "C", "C", "C", "C", "C", "C", "C", "C", "C", "C", "C", "C", "C", "C", "C", "C", "C", "C", "C", "C", "C", "C", "C", "C", "C", "C", "C", "C", "C", "C", "C", "H", "H", "H", "H", "H", "H", "H", "H", "H", "H", "H", "H", "H", "H", "H", "H", "H", "H", "H", "H", "H", "H", "H", "H", "H", "H", "H", "H", "H", "H", "H", "H", "H", "H", "H", "H", "H", "H", "H", "H", "H", "H", "H", "H", "H", "H", "H", "H", "H", "H", "H", "H", "H", "H", "H", "H", "H"], "coordinates": [[0.0454, -0.1505, -0.5750], [-3.0624, 3.2114, 1.4429], [1.3732, 2.3470, -0.3636], [-2.2044, -1.2392, 0.3351], [3.3424, 0.4719, -1.7373], [-0.8021, -3.5256, -1.1470], [3.1279, 1.8467, -0.4477], [-0.5707, -0.8159, -2.5569], [1.3160, -1.5666, -1.4830], [-3.2076, -0.9276, 1.8713], [1.2991, -1.2333, 2.3294], [0.7969, -0.0935, 1.4662], [2.1620, 4.5365, -2.0677], [-1.7393, -2.9996, 0.4223], [-2.3729, -0.1886, 2.9188], [-3.0751, 3.1739, -0.3265], [1.8565, -1.9681, 4.5815], [4.5424, -0.7953, -1.0527], [2.5062, -3.3160, 2.6761], [2.7322, 4.2351, 1.2764], [3.9868, 1.1933, -3.3347], [0.6666, 3.1588, 2.2500], [-0.0360, -1.9161, -1.7761], [0.4267, 0.1836, -2.6802], [1.6221, -0.2685, -1.9937], [-3.9563, 0.1746, -1.3302], [1.2549, -1.0484, 3.7227], [1.1964, 3.3566, -1.9637], [1.3503, 3.6610, 0.9738], [-0.2507, 3.8401, -2.0865], [2.4947, -3.1027, 4.0576], [0.4662, -4.8112, -0.6621], [-1.9403, -4.2769, -2.4278], [-3.8244, -2.2012, 2.4534], [1.9316, -2.3782, 1.8218], [-4.7372, -2.1287, -0.7870], [-3.5129, -1.2558, -1.0509], [-5.3241, -1.7406, 0.0540], [-4.0124, -0.2409, 1.5531], [-4.1127, 2.9633, -0.6489], [0.7083, 4.4553, 0.5594], [3.8025, 2.6877, -0.6830], [5.0313, 1.5063, -3.1932], [1.9940, -2.5340, 0.7438], [-2.4059, 2.4040, -0.7117], [3.3895, 3.4619, 1.6887], [-1.0778, -3.1187, 1.2970], [3.4345, 1.4542, 0.5369], [5.4935, -0.3044, -0.8057], [4.7501, -1.5696, -1.8039], [1.2503, 2.3931, 2.7788], [-4.4362, -1.9379, 3.3266], [0.5347, 4.0066, 2.9387], [0.9548, -4.6021, 0.2961], [-0.3336, 2.7608, 2.0335], [-3.1330, 0.8345, -1.6232], [-1.5659, -0.7754, -2.9925], [-3.0434, -2.9001, 2.7786], [-1.4978, -0.7692, 3.2437], [-4.5023, -3.1838, -0.6080], [1.9843, 5.2600, -1.2605], [3.2133, 4.6677, 0.3928], [-2.2820, -5.2610, -2.0760], [-2.0460, 0.7842, 2.5296], [1.8384, -1.8090, 5.6599], [-0.0868, 0.3802, 1.9336], [1.2364, -4.8859, -1.4391], [2.9624, -4.2161, 2.2427], [-0.9776, 3.0188, -2.1218], [-0.0303, -5.7880, -0.5867], [3.9607, 0.4135, -4.1096], [-4.6762, 0.1661, -2.1584], [-5.3779, -2.0925, -1.6794], [-0.5223, 4.4973, -1.2466], [1.5958, 0.6670, 1.4114], [-2.9816, -1.6525, -1.9299], [-2.6177, -3.6471, 0.5731], [3.2178, 4.2385, -2.0575], [-4.4787, -2.7137, 1.7401], [-2.9901, 0.0127, 3.8071], [0.7674, -0.1621, 4.1249], [-4.4476, 0.6166, -0.4521], [4.1667, -1.2880, -0.1468], [1.4134, 2.6448, -2.7772], [2.9828, -3.8235, 4.7114], [-1.3629, -4.4339, -3.3509], [0.3173, 1.1260, -3.2111], [3.4012, 2.0547, -3.6815], [-2.7475, 4.1623, -0.6919], [2.0243, -2.1989, -0.9652], [-0.3578, 4.4140, -3.0184], [-2.8207, -3.6707, -2.6716], [2.6339, 5.0328, 2.0222], [1.9848, 5.0519, -3.0242]], "lowdin_spin": [2.013, 0.005, 0.162, 0.052, 0.020, 0.014, 0.014, 0.050, 0.083, 0.012, 0.008, 0.087, 0.004, 0.001, 0.003, 0.013, 0.000, 0.001, 0.001, 0.010, 0.008, 0.006, 0.057, 0.069, 0.095, 0.010, 0.001, 0.007, 0.042, 0.007, 0.000, 0.002, 0.005, 0.002, 0.002, 0.000, 0.003, 0.000, 0.000, 0.000, 0.001, 0.003, 0.001, 0.001, 0.020, 0.000, 0.000, 0.001, 0.000, 0.000, 0.001, 0.001, 0.000, 0.000, 0.002, 0.009, 0.005, 0.000, 0.000, 0.000, 0.000, 0.000, 0.001, 0.002, 0.000, 0.026, 0.001, 0.000, 0.006, 0.000, 0.001, 0.000, 0.000, 0.000, 0.009, 0.000, 0.000, 0.000, 0.000, 0.000, 0.000, 0.000, 0.000, 0.000, 0.000, 0.001, 0.016, 0.000, 0.000, 0.011, 0.000, 0.000, 0.003, 0.001]}